No. 1
# C18H30NO5P2Ru

A structure of composition C18H30NO5P2Ru in a non-equilibrium geometry (ωB97M-V/def2-TZVPD, OMol25).

```
57
Properties=species:S:1:pos:R:3:forces:R:3:mulliken_charge:R:1
C -0.782 1.259 -4.767 -0.8 -0.1 0.2 -1.043
C -0.926 0.845 -3.417 1.1 0.3 0.0 1.248
N 0.014 1.297 -2.507 -0.2 0.5 0.2 0.017
C 0.870 2.275 -2.831 -0.4 0.0 0.9 0.539
C 0.825 2.881 -4.070 0.5 0.0 0.3 -0.690
C 0.036 2.329 -5.061 -0.1 -0.1 -0.3 -0.452
C -1.937 0.041 -2.889 -0.5 -0.7 -0.8 -1.616
P -2.100 -0.142 -1.111 -0.7 -1.3 0.1 1.304
Ru -0.033 0.555 -0.654 -1.3 -0.1 5.4 -0.531
P 1.942 1.694 -0.323 0.3 0.1 0.1 1.288
C 1.716 2.820 -1.704 0.8 1.0 -0.1 -1.203
O -0.880 -3.313 -4.829 2.5 1.0 1.7 -0.636
O 0.993 -3.914 -0.032 -2.3 2.3 0.1 -0.634
H -1.443 0.807 -5.504 0.2 0.2 0.1 0.438
H 1.427 3.769 -4.188 0.0 0.0 -0.4 0.484
H 0.059 2.771 -6.046 -0.1 -0.1 -0.2 0.441
C -3.562 0.883 -0.710 0.1 0.0 -0.5 -1.441
C -2.654 -1.819 -0.615 -0.3 -0.4 -0.3 -1.239
H 2.708 3.143 -2.036 -0.3 0.3 -0.3 0.581
H 1.188 3.673 -1.246 0.1 0.0 -0.3 0.460
H -1.353 -2.731 -4.202 0.1 -0.5 -0.5 0.317
H -2.558 -0.481 -3.607 -0.3 0.1 0.0 0.543
C 2.098 2.508 1.279 0.4 0.7 -0.1 -1.233
C 3.539 0.835 -0.650 -0.1 0.3 0.1 -1.429
H 1.044 -0.752 -0.475 0.5 -2.7 -0.5 0.507
H 0.294 -3.177 0.234 2.2 -2.0 0.1 0.297
H 0.579 -4.194 -0.854 0.3 -0.5 -0.2 0.326
H 0.088 -3.189 -4.482 -2.6 -0.5 -1.2 0.331
H -1.364 1.295 0.076 1.5 0.9 -1.2 0.039
H 1.586 -0.278 -0.145 -0.3 -0.7 -0.7 -0.568
H -4.391 0.520 -1.332 0.0 0.3 0.3 0.455
H -3.815 0.867 0.359 0.1 -0.2 -0.3 0.380
H -3.279 1.906 -0.985 -0.3 -0.1 0.0 0.415
H -3.647 -2.088 -1.037 0.6 0.1 0.2 0.438
H -1.899 -2.576 -0.880 -0.3 0.3 -0.1 0.277
H -2.714 -1.872 0.487 0.0 0.3 -0.4 0.312
H 4.358 1.568 -0.679 -0.2 -0.3 0.0 0.436
H 3.737 0.089 0.139 -0.1 0.3 -0.3 0.444
H 3.486 0.310 -1.619 0.0 0.2 0.3 0.402
H 2.990 3.160 1.279 -0.4 -0.2 0.3 0.447
H 1.176 3.096 1.412 0.4 -0.1 0.1 0.407
H 2.169 1.752 2.085 0.0 0.3 -0.5 0.239
O 0.251 1.008 3.914 0.0 -1.6 1.0 -0.568
C 0.198 -0.181 4.530 0.0 2.1 -0.5 0.679
C 0.331 -0.235 5.934 0.3 2.7 -1.4 -0.571
C 0.181 -1.458 6.571 -0.3 -3.0 2.1 -0.588
C -0.099 -2.636 5.852 0.3 1.1 1.1 -0.335
C -0.196 -2.576 4.463 -0.5 -2.8 0.7 -0.678
C -0.025 -1.363 3.787 0.1 1.8 -3.2 0.054
C -0.142 -1.341 2.293 0.2 -0.6 1.4 0.876
O -0.364 -2.432 1.761 -0.3 0.7 -0.6 -0.752
O 0.004 -0.179 1.725 -0.1 0.8 -1.1 -0.237
H 0.110 0.801 2.918 0.0 -0.3 -0.1 0.232
H 0.525 0.707 6.449 -0.1 -0.4 0.0 0.478
H 0.281 -1.478 7.654 -0.1 -0.2 -0.3 0.383
H -0.229 -3.581 6.391 0.1 0.4 -0.3 0.436
H -0.411 -3.477 3.893 0.1 0.3 0.0 0.494
```
Positions in Å, forces in eV/Å.

- 2S+1: 5
- LUMO (spin up / spin down): -0.102 / -0.268 Ha
- HOMO energy (spin up / spin down): -7.95 / -9.95 eV
- HOMO-LUMO gap (spin up / spin down): 5.16 / 2.65 eV
- Expectation value of S²: 6.06
- Charge: +1

No. 2
# C18H31BF13N2O24S6Zr

A structure of composition C18H31BF13N2O24S6Zr in a non-equilibrium geometry (ωB97M-V/def2-TZVPD, OMol25).

```
96
Properties=species:S:1:pos:R:3:forces:R:3:mulliken_charge:R:1
Zr -2.030 1.190 1.536 -4.0 1.7 -4.2 1.566
N -3.122 0.065 2.837 -4.2 -0.6 0.5 -0.298
S -2.973 -0.919 4.010 6.0 -4.3 5.9 0.892
O -3.387 -2.271 3.748 -0.5 1.4 0.1 -0.566
O -3.128 -0.330 5.326 0.2 -0.6 -2.0 -0.621
F -1.373 -1.087 3.871 -0.5 0.4 0.0 -0.088
S -4.918 -0.046 3.009 -3.4 4.0 -4.8 0.907
O -5.348 1.163 2.325 0.6 -2.5 1.7 -0.523
O -5.495 -0.375 4.267 0.7 -0.4 -0.6 -0.499
F -5.144 -1.305 2.041 0.2 1.4 1.0 -0.187
N -0.862 -0.158 0.542 1.1 -3.7 -2.1 0.441
S -0.920 -1.884 0.298 -6.2 -5.9 0.4 0.572
O -0.542 -2.604 1.465 1.3 0.4 -0.2 -0.546
O -0.817 -2.543 -1.019 -0.2 2.1 2.3 -0.328
F -2.506 -1.899 0.601 0.1 0.5 -1.0 -0.229
S 0.621 -0.379 0.037 8.3 7.6 -1.8 0.216
O 0.938 -0.523 -1.358 -1.4 -1.1 0.7 -0.454
O 1.608 -0.837 0.979 -1.5 -0.6 -0.1 -0.483
F 0.964 1.264 0.076 -0.8 -0.8 0.6 -0.212
B -0.367 1.798 2.914 1.5 0.7 1.1 1.858
H 0.382 2.205 3.575 2.3 1.7 2.0 -0.237
H -0.161 0.745 2.804 0.1 -4.1 -0.7 -0.305
H -1.373 1.973 3.262 -4.3 0.7 2.2 0.199
H -0.427 2.248 1.935 0.7 2.1 -3.9 -0.336
O -6.782 1.685 -0.200 1.1 -2.7 -1.7 -0.782
C -6.225 0.494 -0.764 -0.2 3.1 2.8 -0.605
C -4.636 0.605 -0.931 -0.1 0.7 0.0 0.231
O -3.873 1.240 0.098 2.4 -1.1 1.2 -0.567
H -6.657 0.207 -1.723 0.1 0.0 -0.6 0.377
H -6.334 -0.360 -0.096 -0.3 -0.4 0.4 0.142
H -4.580 1.146 -1.876 0.5 0.7 0.0 0.152
H -4.265 -0.385 -1.197 0.2 -0.4 0.5 -0.244
C 3.356 -1.048 3.645 -0.2 0.8 0.8 -0.904
C 2.634 -0.169 4.723 1.3 -0.4 -1.8 0.012
O 2.809 -0.815 5.977 -1.5 -2.3 1.5 -0.384
C 1.876 -1.794 6.272 -1.7 0.9 -1.7 0.422
O 0.788 -1.897 5.732 2.2 0.1 0.9 -0.522
C 2.222 -2.780 7.431 0.0 0.8 -1.1 0.798
F 1.206 -2.753 8.296 0.2 -0.7 -0.2 -0.229
F 2.436 -4.042 6.934 -0.3 1.4 0.9 -0.241
F 3.294 -2.336 8.064 0.7 -0.6 0.4 -0.237
H 3.421 -0.498 2.707 -0.4 -0.2 -0.1 0.081
H 2.780 -1.969 3.563 0.0 0.1 -0.4 0.322
H 4.379 -1.303 3.922 0.0 0.1 0.3 0.366
H 1.614 -0.040 4.360 -0.2 0.0 0.8 0.059
H 3.128 0.792 4.864 -0.2 0.0 -0.2 0.359
C 5.403 3.818 1.174 -1.0 -0.1 -0.7 -1.114
C 5.902 2.375 1.288 -1.5 2.4 0.6 0.104
O 5.987 1.828 -0.046 0.6 -0.8 0.2 -0.348
C 4.843 1.582 -0.692 -2.5 1.8 2.0 0.354
O 3.709 1.768 -0.221 3.4 -1.1 -1.6 -0.484
C 5.041 1.256 -2.197 -1.3 -0.4 -0.5 0.863
F 4.303 2.173 -2.899 1.3 -0.4 0.5 -0.245
F 6.292 1.176 -2.651 -0.2 0.8 0.4 -0.254
F 4.483 0.074 -2.468 -0.1 -0.3 0.2 -0.239
H 4.388 3.874 0.780 -0.1 -0.2 0.1 0.200
H 5.987 4.348 0.421 0.4 0.3 0.5 0.331
H 5.350 4.259 2.169 0.5 0.3 -0.2 0.415
H 5.195 1.897 1.966 0.1 -0.8 -0.5 0.007
H 6.818 2.583 1.841 0.8 -1.5 -0.9 0.380
C -1.926 3.208 -4.377 0.0 -0.6 0.5 -1.191
C -2.152 2.924 -2.875 -1.0 -0.5 0.5 0.201
O -1.447 3.946 -2.131 1.9 1.3 4.3 -0.297
C -1.232 3.876 -0.742 -2.2 -4.7 -3.3 0.282
O -1.574 2.841 -0.109 1.0 3.1 -1.1 -0.679
C -0.427 4.991 -0.079 -0.5 0.3 -0.7 0.760
F -0.336 6.082 -0.870 -0.6 -0.4 1.0 -0.245
F -0.977 5.205 1.116 -0.3 0.9 -0.3 -0.223
F 0.779 4.566 0.148 1.4 -0.6 0.0 -0.207
H -2.895 3.461 -4.808 0.3 0.7 -0.1 0.294
H -1.558 2.400 -5.009 -0.1 -0.6 0.6 0.280
H -1.118 3.933 -4.476 -0.6 0.6 0.0 0.360
H -1.980 1.931 -2.461 0.9 -0.1 -0.3 0.010
H -3.181 3.058 -2.541 -0.3 0.2 -0.5 0.323
C -3.806 -2.200 -3.320 0.2 -0.4 -0.7 -0.394
C -2.901 -3.273 -3.851 1.0 -0.1 0.5 -0.195
O -1.922 -2.561 -4.652 -0.2 0.2 -2.0 -0.384
S -1.946 -0.958 -4.519 2.3 0.2 1.5 1.040
O -2.539 -0.186 -5.618 0.8 -2.0 2.2 -0.592
O -0.565 -0.612 -4.064 -3.9 -0.4 -1.3 -0.443
O -2.923 -1.099 -3.222 0.4 2.2 -0.3 -0.105
H -4.216 -2.426 -2.335 0.0 0.2 -0.2 0.384
H -4.560 -2.048 -4.093 -0.4 0.5 0.4 0.229
H -3.469 -4.017 -4.411 0.5 0.0 -0.2 0.341
H -2.253 -3.691 -3.081 -0.5 -0.4 0.2 0.169
C 1.476 -3.490 -3.245 -0.2 -1.9 -1.1 0.675
C 2.343 -2.725 -4.205 0.1 3.5 1.3 -0.047
O 2.920 -3.514 -5.162 1.3 -2.4 -1.8 -0.400
S 2.958 -5.088 -4.743 -1.7 1.8 0.2 1.039
O 4.132 -5.318 -3.923 -1.8 0.0 -0.9 -0.528
O 2.662 -5.906 -5.907 0.5 1.2 2.2 -0.530
O 1.524 -4.799 -3.882 1.6 -2.6 -0.1 -0.428
H 0.404 -3.305 -3.320 0.3 0.6 0.4 -0.455
H 1.867 -3.517 -2.227 -0.2 0.0 -0.1 0.174
H 3.134 -2.233 -3.640 0.1 0.1 0.0 0.175
H 1.793 -1.932 -4.711 -0.1 -0.1 -0.1 0.291
```
Positions in Å, forces in eV/Å.

- LUMO: -0.039 Ha
- HOMO energy: -3.63 eV
- HOMO-LUMO gap: 2.57 eV
- Charge: -1

No. 3
# C18H31Cl2N2O4Pt

A structure of composition C18H31Cl2N2O4Pt in a non-equilibrium geometry (ωB97M-V/def2-TZVPD, OMol25).

```
58
Properties=species:S:1:pos:R:3:forces:R:3:mulliken_charge:R:1
O 1.350 1.604 -2.453 -0.1 -1.0 0.0 -0.420
C 1.401 2.868 -2.306 0.7 2.2 -1.5 -0.467
C 1.798 3.605 -3.485 -0.5 -0.9 1.9 0.615
C 2.161 2.874 -4.636 0.1 0.2 -1.1 -0.558
H 2.243 1.789 -4.581 -0.1 0.3 0.0 0.368
C 2.373 3.552 -5.834 0.0 0.1 0.5 -0.398
H 2.592 2.985 -6.738 0.1 0.1 0.1 0.341
C 2.289 4.955 -5.881 -0.2 0.0 -0.1 -0.509
H 2.454 5.493 -6.817 -0.1 -0.2 0.3 0.328
C 1.956 5.672 -4.713 0.1 -0.1 0.2 -0.424
H 1.859 6.759 -4.759 0.1 -0.2 0.0 0.320
C 1.741 5.008 -3.513 0.1 0.4 -0.7 -0.613
H 1.499 5.520 -2.584 -0.1 0.1 -0.2 0.332
H 1.049 3.343 -1.385 0.3 0.1 -0.4 0.626
C 3.038 1.829 0.184 0.1 -0.2 0.1 -1.567
C 1.606 1.505 0.412 -0.9 -0.7 -0.1 0.545
H 3.634 1.519 1.045 0.2 0.0 0.0 0.483
H 3.127 2.912 0.065 0.2 0.0 -0.1 0.290
H 3.391 1.330 -0.713 0.2 0.1 -0.1 0.365
C 0.972 1.737 1.572 0.1 -0.4 -0.4 0.055
C 1.687 1.995 2.869 0.3 0.5 0.2 -1.410
H -0.112 1.682 1.611 0.0 -0.4 0.0 0.146
H 2.287 2.913 2.815 0.0 -0.1 0.2 0.314
H 2.383 1.183 3.137 -0.1 0.1 -0.2 0.274
H 0.989 2.099 3.708 0.1 0.0 -0.2 0.379
Pt 0.562 0.482 -0.997 0.2 2.0 2.1 0.987
Cl 2.168 -1.027 -1.827 1.6 -1.7 -0.6 -0.594
Cl -1.160 2.320 -1.114 -1.0 0.4 0.2 -0.596
C 1.052 -1.773 0.854 -1.6 1.9 -1.0 0.328
O 0.097 -1.045 0.431 1.6 -1.6 1.4 -0.843
N 0.822 -2.837 1.614 0.2 -0.5 0.5 0.324
C -0.497 -3.111 2.163 0.2 -0.2 -0.1 -0.906
C 1.897 -3.761 1.959 -0.1 0.3 0.0 -0.926
H 2.102 -1.547 0.607 -0.4 -0.2 0.0 0.193
H -1.210 -2.387 1.768 0.1 -0.1 0.0 0.145
H -0.459 -3.059 3.257 0.0 0.1 -0.1 0.351
H -0.790 -4.133 1.898 -0.1 0.1 -0.1 0.333
H 2.811 -3.455 1.436 -0.2 -0.1 0.1 0.291
H 1.631 -4.783 1.657 0.1 0.2 0.0 0.312
H 2.079 -3.764 3.043 0.0 0.0 -0.2 0.318
H -4.583 0.402 3.322 0.2 0.0 0.0 0.342
H -5.940 1.968 1.622 0.1 0.0 0.0 0.312
C -3.686 0.958 3.004 -0.1 0.2 -0.1 -0.925
C -4.964 2.453 1.498 0.3 -0.1 -0.1 -0.854
N -3.876 1.508 1.672 -0.2 0.0 0.6 0.180
H -2.815 0.296 2.998 -0.2 0.2 0.0 0.172
C -3.175 1.054 0.614 0.7 -0.9 -0.8 0.177
O -2.358 0.126 0.626 -1.4 0.8 0.3 -0.695
H -4.903 2.869 0.489 0.0 0.0 0.2 0.262
H -3.404 1.620 -0.312 0.1 -0.3 0.3 0.282
H -3.528 1.786 3.712 0.0 -0.3 -0.1 0.335
H -4.884 3.263 2.230 0.0 0.0 -0.1 0.302
C -1.053 -2.013 -2.094 -0.7 0.5 -0.3 -0.563
O -0.996 -0.580 -2.038 -0.9 -0.6 -0.6 -0.444
H -0.056 -2.394 -2.296 0.0 0.1 0.0 0.219
H -1.745 -2.235 -2.913 0.2 -0.4 0.0 0.285
H -1.448 -2.417 -1.161 0.1 0.0 0.1 0.175
H -1.799 -0.230 -1.592 0.6 -0.1 -0.1 0.307
```
Positions in Å, forces in eV/Å.

- 2S+1: 3
- LUMO (spin up / spin down): 0.084 / 0.084 Ha
- HOMO energy (spin up / spin down): -1.46 / -4.72 eV
- HOMO-LUMO gap (spin up / spin down): 3.75 / 7.01 eV
- Expectation value of S²: 2.03
- Charge: -1

No. 4
# C18H31F4HoN2P2

A structure of composition C18H31F4HoN2P2 in a non-equilibrium geometry (ωB97M-V/def2-TZVPD, OMol25).

```
58
Properties=species:S:1:pos:R:3:forces:R:3:mulliken_charge:R:1
Ho 0.379 0.106 -0.367 -0.7 1.4 -0.5 0.267
C -1.289 2.969 -3.688 0.1 -0.1 0.1 -1.319
C -0.493 1.936 -2.889 0.0 -0.1 -0.2 -0.498
N -0.472 2.094 -1.405 -0.1 0.2 0.0 1.093
C 0.557 3.058 -0.923 -0.1 -0.1 0.1 -0.369
C 0.570 4.459 -1.530 0.1 -0.2 0.1 -1.722
C -1.828 2.390 -0.876 -0.2 -0.3 0.6 -1.174
C -2.014 1.941 0.588 -0.1 0.1 -0.2 -1.012
N -1.316 0.668 0.825 0.0 0.6 -0.7 -0.051
C -1.350 0.110 2.060 -0.1 -0.9 1.6 0.043
C -0.492 -0.980 2.343 -0.5 0.2 0.2 0.421
F 0.296 -1.470 1.236 -0.4 0.1 0.7 -0.133
C -0.382 -1.622 3.563 0.1 0.1 -0.2 -0.289
F 0.524 -2.592 3.697 -0.2 0.0 -0.1 -0.279
C -1.179 -1.226 4.618 -0.1 0.2 -0.4 -0.404
C -2.065 -0.179 4.388 0.2 -0.3 0.1 -0.037
F -2.857 0.213 5.373 0.0 0.0 -0.1 -0.268
C -2.151 0.479 3.171 0.2 -0.1 -0.5 0.850
F -3.055 1.464 3.044 0.2 -0.1 0.1 -0.296
H -1.236 2.722 -4.744 0.1 -0.1 -0.1 0.431
H -0.904 3.972 -3.564 0.0 0.1 0.0 0.305
H -2.337 2.959 -3.411 -0.1 0.0 0.0 0.322
H 0.550 1.934 -3.233 -0.1 -0.1 0.0 0.346
H -0.944 0.951 -3.107 0.2 0.1 0.1 0.381
H 1.550 2.600 -1.109 -0.2 0.1 0.1 0.235
H 0.421 3.144 0.166 0.1 -0.1 -0.1 0.368
H 0.912 4.450 -2.560 0.0 0.0 -0.1 0.389
H 1.264 5.070 -0.961 0.1 0.1 0.1 0.471
H -0.406 4.933 -1.486 -0.1 0.0 0.1 0.345
H -2.544 1.845 -1.496 0.1 0.1 0.0 0.653
H -2.056 3.457 -0.945 0.0 -0.1 -0.1 0.257
H -3.093 1.841 0.755 0.2 0.2 0.0 0.518
H -1.636 2.712 1.278 -0.1 -0.1 -0.1 0.527
H -1.137 -1.719 5.574 0.1 0.0 0.1 0.551
C 3.773 2.066 1.172 -0.4 0.0 0.0 -1.355
P 2.912 0.523 0.683 1.8 0.0 0.2 0.779
C 3.477 -0.621 1.998 -0.3 0.0 0.0 -1.432
C 3.942 -0.029 -0.778 -0.3 0.1 0.0 -0.913
C 3.561 -1.411 -1.333 -0.2 0.2 0.0 -1.107
P 1.808 -1.620 -1.952 1.2 -1.3 -0.8 0.823
C 1.957 -1.582 -3.775 -0.1 0.2 0.2 -1.193
C 1.535 -3.392 -1.590 -0.2 0.1 0.0 -1.381
H 4.823 1.858 1.373 0.0 -0.1 -0.1 0.449
H 3.327 2.447 2.091 0.0 0.0 0.0 0.423
H 3.697 2.835 0.404 0.0 0.0 0.0 0.401
H 4.569 -0.619 2.038 -0.1 0.0 -0.1 0.470
H 3.111 -1.638 1.844 0.0 0.1 0.0 0.383
H 3.102 -0.269 2.962 0.0 0.0 0.0 0.441
H 4.991 -0.062 -0.459 -0.1 0.1 0.0 0.534
H 3.862 0.743 -1.555 0.0 -0.1 0.1 0.366
H 3.713 -2.164 -0.555 0.0 0.0 -0.1 0.415
H 4.231 -1.662 -2.161 -0.1 -0.1 0.1 0.491
H 2.663 -2.337 -4.125 0.0 0.1 0.1 0.437
H 2.287 -0.594 -4.099 0.0 0.0 -0.1 0.377
H 0.982 -1.785 -4.220 0.0 0.0 0.0 0.416
H 2.273 -3.998 -2.119 0.0 0.0 0.1 0.425
H 0.536 -3.691 -1.913 0.1 0.0 0.0 0.443
H 1.624 -3.568 -0.515 0.0 0.0 -0.1 0.384
```
Positions in Å, forces in eV/Å.

- 2S+1: 5
- LUMO (spin up / spin down): -0.245 / -0.239 Ha
- HOMO energy (spin up / spin down): -13.72 / -13.75 eV
- HOMO-LUMO gap (spin up / spin down): 7.05 / 7.24 eV
- Expectation value of S²: 6.00
- Charge: +2